The following is a DFT calculation (ωB97M-V with the def2-TZVPD basis set) of 4 unconnected molecules or ions with the total composition C3H13O3S.

Values from the calculation:
**E_HOMO**: -0.10945 Ha
**Charge**: -1
**Multiplicity**: 1

Each atom is followed by the atoms it is bonded to, with distances in Å.
Geometry (Å):
1 C -1.312 0.160 -2.695  C2 1.532, H5 1.088, H6 1.085, H7 1.097
2 C -2.149 0.963 -1.694  C1 1.532, C3 1.528, H8 1.105, H9 1.091
3 C -3.092 0.123 -0.834  C2 1.528, S4 1.832, H10 1.076, H11 1.088
4 S -2.288 -1.279 0.030  C3 1.832
5 H -0.419 0.717 -2.968  C1 1.088
6 H -0.989 -0.773 -2.244  C1 1.085
7 H -1.907 -0.048 -3.593  C1 1.097
8 H -2.718 1.659 -2.336  C2 1.105
9 H -1.491 1.567 -1.068  C2 1.091
10 H -3.432 0.770 -0.045  C3 1.076
11 H -3.917 -0.237 -1.444  C3 1.088
12 H 6.659 -0.318 0.162  O14 0.966
13 H 6.113 1.005 -0.236  O14 0.964
14 O 6.791 0.623 0.334  H12 0.966, H13 0.964
15 H -0.711 -0.224 0.967  O17 1.003
16 H -0.389 0.109 2.457  O17 0.959
17 O -0.026 0.188 1.572  H15 1.003, H16 0.959
18 H 1.902 0.325 1.832  O20 0.976
19 H 2.410 -0.465 3.040  O20 0.969
20 O 2.626 0.300 2.485  H18 0.976, H19 0.969

These are the natural (NBO) partial charges, in e, on atoms 1 to 4: -0.62 -0.40 -0.51 -0.68